ORCA calculation (wB97M-V/def2-TZVPD) on 2 unconnected molecules or ions with the total composition C2H3BrF2 in a non-equilibrium geometry.

Summary:
LUMO (spin up / spin down)	-1.55 / -1.55	eV
ΔE to the lowest compared entry with this formula, charge and spin	3.525	eV
net charge	0
gap between HOMO and LUMO (spin up / spin down)	8.32 / 8.32	eV

Positions of all 8 atoms, in Å:
C: 0.238 -0.109 -0.056
C: 1.645 -0.365 -0.560
F: 1.753 -1.074 -1.640
F: 1.789 -2.207 0.940
Br: 3.102 0.543 0.106
H: -0.532 -0.302 -0.908
H: 0.070 -0.790 0.683
H: 0.227 0.915 0.444

Cartesian forces (eV/Å) of the 3 atoms listed first:
C 0.4 2.8 -2.9
C -1.1 -2.4 1.6
F 0.4 0.9 0.7



ORCA calculation (wB97M-V/def2-TZVPD) on 2 unconnected molecules or ions with the total composition C2H3BrFN in a non-equilibrium geometry.

Summary:
SMILES	FC1=NC1.Br
LUMO	0.77	eV
ΔE to the lowest compared entry with this formula, charge and spin	1.669	eV
net charge	0
gap between HOMO and LUMO	11.22	eV

Positions of all 8 atoms, in Å:
F: -0.001 -2.126 0.162
C: 0.507 -0.942 -0.056
N: 1.455 -0.432 -0.742
C: 0.767 0.367 0.436
H: 0.230 1.113 0.045
H: 1.016 0.534 1.484
Br: -2.475 0.454 -0.369
H: -1.499 1.032 -0.961

Cartesian forces (eV/Å) of the 3 atoms listed first:
F -0.2 0.3 -0.3
C 2.5 0.8 -1.3
N -1.2 -1.6 1.8



What is the formula in the second record?
C2H3BrFN